Here is a cluster of 7 separate species, C43H53ClO14S in total from the OMol25 dataset. Energies are from the ωB97M-V functional and the def2-TZVPD basis.

Structure (XYZ):
```
112
Properties=species:S:1:pos:R:3:lowdin_charge:R:1
C 0.183 2.906 -0.714 -0.10
C 0.298 1.382 -0.421 -0.22
C 0.980 0.707 -1.626 -0.17
C 0.806 -0.826 -1.700 -0.27
C 1.149 -1.341 -3.138 -0.02
C -0.532 -1.370 -1.226 -0.11
C -0.464 -2.468 -0.382 -0.03
C -1.584 -3.051 0.115 -0.63
Cl -1.462 -4.417 1.205 0.66
C -2.866 -2.596 -0.183 -0.54
S -4.325 -3.325 0.530 0.79
C -2.956 -1.521 -1.047 -0.09
C -1.805 -0.924 -1.559 -0.04
C -2.030 0.258 -2.472 -0.24
O -1.425 0.479 -3.502 0.14
C -3.160 1.190 -2.048 -0.08
C -3.105 2.561 -2.149 0.00
C -4.206 3.282 -1.749 -0.07
C -5.339 2.676 -1.268 -0.07
C -5.402 1.298 -1.170 -0.01
C -4.294 0.585 -1.554 -0.10
C -4.301 -0.920 -1.451 -0.28
O -5.292 -1.584 -1.680 0.08
H -0.268 2.989 -1.710 0.05
H 1.160 3.395 -0.718 0.08
H -0.534 3.357 -0.026 0.05
H 0.909 1.333 0.487 0.11
H -0.725 1.044 -0.237 0.09
H 2.060 0.881 -1.505 0.12
H 0.709 1.233 -2.544 0.09
H 1.560 -1.277 -1.047 0.10
H 0.381 -2.038 -3.481 0.07
H 1.202 -0.467 -3.793 0.08
H 2.114 -1.853 -3.143 0.06
H 0.488 -2.906 -0.094 0.12
H -4.382 -4.576 0.027 -0.11
H -2.230 3.064 -2.539 0.11
H -4.223 4.368 -1.781 0.11
H -6.205 3.241 -0.935 0.11
H -6.278 0.794 -0.776 0.12
O 4.036 -1.583 -1.106 0.11
C 4.072 -1.841 0.063 -0.48
O 3.488 -2.940 0.595 0.03
C 3.607 -2.911 2.029 -0.15
C 4.786 -1.994 2.313 -0.15
C 4.705 -1.005 1.156 -0.07
H 2.673 -2.528 2.446 0.13
H 3.768 -3.921 2.398 0.12
H 4.742 -1.529 3.297 0.12
H 5.718 -2.558 2.249 0.12
H 4.047 -0.164 1.383 0.13
H 5.685 -0.648 0.853 0.13
O 1.611 -4.432 -2.874 0.12
C 0.843 -4.880 -3.670 -0.49
O -0.505 -4.834 -3.508 0.02
C -1.151 -5.546 -4.576 -0.16
C -0.140 -5.567 -5.711 -0.16
C 1.186 -5.602 -4.957 -0.07
H -1.401 -6.549 -4.222 0.13
H -2.070 -5.030 -4.848 0.12
H -0.281 -6.400 -6.397 0.11
H -0.209 -4.642 -6.286 0.12
H 1.494 -6.621 -4.717 0.13
H 1.976 -5.083 -5.494 0.13
O -4.877 1.812 4.359 0.11
C -5.424 0.773 4.125 -0.47
O -6.051 0.035 5.074 0.03
C -6.512 -1.206 4.503 -0.15
C -6.610 -0.942 3.012 -0.16
C -5.494 0.065 2.787 -0.07
H -5.786 -1.987 4.740 0.13
H -7.471 -1.473 4.943 0.12
H -6.518 -1.842 2.407 0.10
H -7.572 -0.479 2.780 0.12
H -4.536 -0.424 2.596 0.13
H -5.731 0.764 1.989 0.12
O -1.084 2.710 2.239 0.12
C -1.465 3.706 2.777 -0.48
O -0.720 4.844 2.822 0.01
C -1.391 5.824 3.631 -0.16
C -2.856 5.415 3.630 -0.15
C -2.764 3.897 3.529 -0.08
H -0.955 5.800 4.634 0.12
H -1.239 6.813 3.205 0.12
H -3.401 5.767 4.504 0.12
H -3.350 5.816 2.743 0.12
H -2.676 3.426 4.508 0.13
H -3.597 3.468 2.981 0.11
O 3.718 1.938 3.952 0.11
C 3.352 2.938 4.496 -0.48
O 4.097 4.072 4.548 0.03
C 3.436 5.058 5.360 -0.15
C 1.971 4.655 5.357 -0.16
C 2.052 3.137 5.252 -0.07
H 3.873 5.033 6.361 0.13
H 3.597 6.045 4.933 0.12
H 1.427 5.008 6.233 0.12
H 1.479 5.057 4.470 0.10
H 2.138 2.662 6.231 0.13
H 1.214 2.718 4.700 0.12
O 6.225 -1.147 -7.066 0.12
C 6.291 -1.379 -5.895 -0.49
O 5.736 -2.472 -5.320 0.03
C 5.893 -2.408 -3.889 -0.15
C 7.067 -1.473 -3.659 -0.16
C 6.943 -0.511 -4.835 -0.08
H 4.968 -2.027 -3.453 0.11
H 6.078 -3.407 -3.500 0.13
H 7.044 -0.988 -2.685 0.11
H 8.005 -2.028 -3.737 0.12
H 6.282 0.327 -4.611 0.13
H 7.911 -0.150 -5.173 0.12
```

Calculated values
SMILES: CCC[C@H](C)c1cc(Cl)c(S)c2c1C(=O)c1ccccc1C2=O.O=C1CCCO1.O=C1CCCO1.O=C1CCCO1.O=C1CCCO1.O=C1CCCO1.O=C1CCCO1
ΔE to the lowest compared entry with this formula, charge and spin: 9.05 kcal/mol
HOMO-LUMO gap: 8.41 eV
calculated total energy: -97475.0899 eV

=====

Here is a structure of composition C36H47CsOSSb from the OMol25 dataset. Energies are from the ωB97M-V functional and the def2-TZVPD basis.

Structure (XYZ):
```
87
Properties=species:S:1:pos:R:3:lowdin_charge:R:1
Cs 0.422 -1.088 -0.439 1.07
C 4.518 -1.595 -0.863 -0.04
C 3.541 -2.448 -0.088 -0.25
C 3.260 -2.148 1.249 -0.24
C 4.014 -1.052 1.963 -0.03
C 2.301 -2.890 1.945 -0.23
C 1.965 -2.542 3.373 -0.04
C 1.653 -3.960 1.317 -0.22
C 0.697 -4.825 2.102 -0.03
C 1.927 -4.253 -0.023 -0.23
C 1.160 -5.346 -0.727 -0.04
C 2.903 -3.526 -0.713 -0.23
C 3.294 -3.928 -2.115 -0.03
H 5.551 -1.913 -0.700 0.10
H 4.451 -0.549 -0.567 0.08
H 4.329 -1.642 -1.933 0.07
H 4.255 -1.352 2.982 0.09
H 3.438 -0.122 2.027 0.09
H 4.952 -0.822 1.468 0.07
H 2.557 -3.133 4.077 0.10
H 0.916 -2.734 3.593 0.08
H 2.161 -1.494 3.586 0.06
H 0.990 -4.877 3.148 0.08
H 0.684 -5.842 1.721 0.08
H -0.330 -4.448 2.070 0.10
H 1.656 -6.316 -0.632 0.10
H 1.056 -5.136 -1.790 0.08
H 0.157 -5.454 -0.319 0.08
H 2.729 -3.385 -2.880 0.09
H 3.127 -4.989 -2.279 0.08
H 4.349 -3.738 -2.294 0.08
C -3.796 5.965 1.058 -0.08
C -4.309 4.753 1.498 -0.08
C -3.509 3.619 1.490 -0.14
C -2.191 3.694 1.052 -0.41
C -1.684 4.910 0.606 -0.13
C -2.485 6.042 0.610 -0.08
Sb -0.976 1.941 1.122 1.44
C 0.749 2.592 0.030 -0.44
C 0.690 2.603 -1.362 -0.18
C 1.802 2.950 -2.116 -0.08
C 2.991 3.278 -1.480 -0.07
C 3.062 3.261 -0.095 -0.07
C 1.946 2.920 0.658 -0.12
C -0.208 2.259 3.085 -0.41
C -0.148 3.512 3.682 -0.11
C 0.419 3.655 4.941 -0.07
C 0.930 2.553 5.608 -0.07
C 0.869 1.296 5.021 -0.08
C 0.298 1.155 3.765 -0.16
H -4.418 6.850 1.063 0.11
H -5.331 4.691 1.848 0.11
H -3.919 2.677 1.837 0.09
H -0.660 4.983 0.256 0.10
H -2.083 6.986 0.265 0.11
H -0.235 2.348 -1.871 0.07
H 1.742 2.969 -3.197 0.11
H 3.860 3.551 -2.064 0.11
H 3.988 3.522 0.402 0.11
H 2.011 2.917 1.740 0.10
H -0.549 4.380 3.172 0.10
H 0.459 4.633 5.403 0.11
H 1.370 2.671 6.589 0.11
H 1.256 0.432 5.545 0.10
H 0.235 0.166 3.317 0.07
C -2.920 -2.902 -4.621 -0.10
C -3.143 -1.481 -5.123 -0.28
C -1.987 -0.529 -4.844 -0.34
S -1.697 0.014 -3.140 0.89
O -1.479 -1.200 -2.270 -0.83
C -3.372 0.667 -2.761 -0.31
C -4.281 -0.378 -2.109 -0.28
C -4.164 -0.370 -0.591 -0.10
H -3.757 -3.535 -4.913 0.08
H -2.815 -2.939 -3.538 0.05
H -2.014 -3.325 -5.057 0.08
H -4.074 -1.074 -4.720 0.10
H -3.276 -1.504 -6.207 0.12
H -2.099 0.417 -5.381 0.10
H -1.041 -0.969 -5.168 0.10
H -3.772 1.044 -3.702 0.09
H -3.226 1.524 -2.101 0.08
H -4.035 -1.372 -2.486 0.08
H -5.313 -0.173 -2.400 0.12
H -3.147 -0.608 -0.280 0.04
H -4.834 -1.105 -0.145 0.08
H -4.416 0.611 -0.183 0.07
```

Calculated values
ΔE to the lowest compared entry with this formula, charge and spin: 0.00 kcal/mol
HOMO-LUMO gap: 8.81 eV
net charge: +1
calculated total energy: -58058.3772 eV